1.
115
Properties=species:S:1:pos:R:3:mulliken_charge:R:1 method="wB97M-V/def2-TZVPD" molar_mass_g_mol=1072.61 relative_energy_kj_mol=132.4 lumo_ev=-5.7855 energy_ev=-182865.9122 gap_ev=6.56 homo_energy_ev=-12.34 total_charge=+2
H -2.03453 5.53933 1.68267 0.438
H 4.69567 1.76601 -0.52876 0.534
C -1.80562 3.62714 -1.12191 0.534
H 5.80399 2.03396 1.67773 0.445
H -1.13294 -1.98929 2.56572 -0.359
H -4.09269 1.00745 -0.60328 -0.059
N 1.91477 -2.93589 -1.24382 1.215
H 2.03054 -5.40362 -0.31516 0.372
Cl 3.33203 4.92001 3.38406 -0.178
C 1.80827 -3.57506 4.48165 -0.947
H 2.63845 -4.03433 5.00894 0.458
H 3.56325 -2.88046 -3.45973 0.420
C -1.10122 -1.84620 -2.07664 0.515
C 1.09945 1.60870 -3.00726 -0.500
C 2.30489 -2.65665 0.13807 -1.919
C 2.65891 -5.25106 -1.19238 -0.307
C -1.52045 6.26620 -0.26172 -0.966
O -0.32475 0.54210 2.18854 0.239
Ti -0.66894 0.58691 0.33563 -2.792
C 1.77978 3.41099 1.79053 0.710
H -1.23280 4.39577 -3.05664 0.360
H -5.61465 -2.23011 2.22549 0.207
H -2.21876 -4.94569 -1.22624 0.488
C 4.29839 1.26115 0.34606 -1.206
C 3.39581 -6.31230 -1.69245 -0.838
C 2.64394 -0.21573 1.33276 1.096
C 0.91079 1.77309 3.88112 0.873
C 0.35752 -0.11417 -4.52845 -0.756
C 3.17476 0.45928 0.22808 -0.063
H -0.99442 6.70905 -2.29772 0.477
Cl 2.35471 3.07722 5.73214 -0.159
P -2.37546 2.57777 1.38505 2.691
C 2.70246 -4.00047 -1.81409 0.591
P 0.26613 -0.67392 -1.74872 2.937
Cl 2.25067 4.38289 0.45600 -0.188
C -0.31000 -2.41011 3.11750 -0.026
H -1.11896 2.40387 -3.87923 0.167
H 0.33407 -4.25603 5.89255 0.426
C -3.87044 1.64394 -1.44643 -1.103
C 0.51328 -3.69696 4.97685 -0.824
C 4.21525 -4.91690 -3.46044 -0.861
C 0.51323 0.35717 -3.22363 0.638
C 4.38393 0.77739 2.69397 -1.011
H 1.22597 1.98288 -1.99914 0.167
H -4.73738 -0.63741 3.57235 0.239
H -0.90335 3.78287 2.92610 0.500
C 4.18106 -6.15193 -2.83229 -0.530
C -3.89903 -1.15936 1.83534 0.641
O 0.43279 1.98049 0.32834 0.140
H -0.08668 -1.09064 -4.71166 0.510
H 2.71595 0.37433 -0.73950 -0.036
H -1.56009 -3.24027 4.65931 0.467
N -3.91665 -0.56980 3.00520 -0.208
H -1.86409 2.54883 3.75612 0.283
H -1.42209 7.29487 0.07810 0.460
C 1.74266 -1.77063 -2.07662 -3.061
H -4.07435 -4.25881 -2.72001 0.444
C 4.91447 1.41754 1.58288 -0.873
H 2.85851 -0.51607 3.45615 0.492
C -2.06948 2.08335 -3.47558 -1.921
C 2.04336 -2.86964 3.30816 -0.301
H 2.22424 -3.56768 0.70970 0.912
C -2.20608 -3.96432 -1.69622 -0.932
H -4.03271 -2.02127 -3.79489 0.527
C 0.92490 2.36790 1.56563 -0.974
C -1.28003 5.93875 -1.58707 -1.032
H -4.25133 1.15313 -2.34465 0.660
C 1.35230 1.91502 -5.37863 -0.779
H 1.50681 -2.10175 -3.07435 1.707
N -3.00835 0.41869 3.42887 0.117
C -4.19697 2.64170 1.58707 -1.602
H -2.15330 0.29119 2.91314 -1.131
C -3.24760 -3.57914 -2.53098 -0.849
H 1.68946 2.51358 -6.22022 0.437
Cl 0.33261 0.72592 5.11892 -0.146
H -4.86830 -2.50923 0.69441 0.212
C 3.25799 -0.03625 2.57000 -0.514
H -4.41204 2.49631 2.64465 0.522
S -2.70313 -1.01162 0.61183 0.183
P 1.25165 -1.40956 1.04905 2.097
H 3.33347 -2.30745 0.20351 0.657
C -2.16142 -1.46593 -2.90354 0.113
C 3.48672 -3.83772 -2.95284 -0.224
C 1.79173 2.82098 4.13578 0.261
H -2.62318 4.05714 3.25552 0.738
H -2.78776 0.20474 4.39320 0.433
C 0.98434 -2.26016 2.62995 0.241
C -2.01020 3.94494 0.22344 -0.029
H -0.34222 -3.42091 -0.81661 0.302
C -1.87793 3.31473 2.98565 -1.878
H -4.36366 2.60727 -1.33836 0.410
H -2.33948 1.14667 -3.95320 0.581
C -1.87657 5.26755 0.64189 -0.820
H -4.54019 3.62658 1.27352 0.454
H -2.14415 -0.49894 -3.38539 0.076
H 4.84469 0.90638 3.67095 0.463
C 0.50018 1.54811 2.59103 -1.388
H 3.34663 -7.27786 -1.19491 0.396
C -1.42327 4.62340 -2.01440 -1.133
H 4.81625 -4.77518 -4.35337 0.396
H -4.72570 1.88089 1.01902 0.348
C -1.14185 -3.10321 -1.45978 -0.359
C 0.75980 0.67337 -5.60198 -0.957
C 2.23044 3.64074 3.08979 0.819
H 1.98399 3.35172 -3.90827 0.534
C -3.22622 -2.32419 -3.13425 -1.011
H 3.05864 -2.79176 2.93105 0.515
C 1.52529 2.38231 -4.08277 -0.779
H -2.84126 2.82117 -3.69398 0.657
H 4.75833 -6.98426 -3.22261 0.402
C -0.54643 -3.12266 4.28815 -0.519
P -2.05858 1.89208 -1.65510 2.663
H 0.62024 0.31210 -6.61733 0.488
N -4.92164 -1.97371 1.54526 -0.419
H 2.62089 -1.12336 -2.14499 0.973

***

2.
112
Properties=species:S:1:pos:R:3:mulliken_charge:R:1 method="wB97M-V/def2-TZVPD" molar_mass_g_mol=1036.81 lumo_ev="-6.8016 / -6.1901" energy_ev=-86872.6109 gap_ev="5.72 / 6.33" spin_multiplicity=3 homo_energy_ev="-12.52 / -12.52" total_charge=+2
C 0.36107 0.70772 -4.61681 -1.048
H -3.47843 0.59635 -1.86965 0.643
C 5.61291 -2.27300 -1.14245 0.856
H 2.76861 4.86308 -0.30215 0.596
C 6.32709 -1.23784 -1.78831 -0.914
H 0.33268 5.70694 0.37463 0.546
C 4.43317 -4.35292 0.24555 -0.816
H -5.49835 -2.78273 -2.34902 0.487
C -1.05330 -4.44681 4.13444 -0.952
C 3.80812 -0.69233 -0.61339 1.453
C -1.59909 -3.39129 2.06226 -1.579
H -2.70173 5.01262 0.83327 0.117
C -0.45641 0.67988 -3.49556 -0.776
N -0.45448 1.68993 0.70824 2.251
C -2.40100 5.96649 0.39358 -1.311
C 6.18319 -3.56995 -1.15606 -0.855
H -2.79833 -1.62531 3.73048 0.440
C -4.43832 -2.76592 -2.13882 -1.024
C -2.02719 0.84973 3.72310 -1.234
C 1.71862 0.47201 -4.46607 -0.964
H -2.93970 5.60990 -2.38799 0.483
C 0.64045 -2.98414 -2.01917 -1.066
C 2.92491 1.55939 1.68540 -0.816
O 1.38834 -0.96584 4.71589 -0.609
H 3.75180 2.72715 3.27439 0.481
C 1.46898 0.26313 -2.06627 0.494
H 6.38881 0.84672 -2.23758 0.474
H 2.36334 0.44960 -5.33411 0.448
N 0.07315 3.60660 1.54222 -1.059
C -3.60287 0.95672 -0.85621 0.257
C 2.34524 2.76054 -0.31852 0.300
C -0.11118 -2.36324 3.48615 0.221
C 0.73734 -1.13334 3.72666 0.259
C -0.34837 -4.38101 -0.37120 -1.172
H -2.15071 -3.35015 1.13307 1.621
C -0.16973 5.09589 -0.37323 -1.434
H -2.42968 -5.25511 2.68632 0.576
C -3.09018 0.80830 1.48599 -0.379
C 5.84603 0.03252 -1.77799 -1.037
C 2.26698 0.24875 -3.20906 -0.733
H -4.91392 2.54758 -1.41938 0.479
H -3.92457 -4.23925 -3.62003 0.473
C 3.87249 -3.10387 0.26651 0.405
H -5.21178 3.36480 0.90246 0.508
H 0.38893 -2.25057 -2.77664 0.450
H -1.91612 6.56120 1.16777 0.411
H -1.17624 6.72316 -1.18620 0.377
H -1.49121 1.75695 3.46147 0.297
H -1.39170 0.24273 4.36459 0.281
C -1.47942 5.74551 -0.80159 0.605
Mo -0.54418 -0.50917 1.17415 -0.307
C -2.57633 -1.84585 -0.87276 -0.276
C 5.59094 -4.60948 -0.50913 -1.010
H -1.47144 4.69978 -2.71839 0.389
H -3.30532 6.49066 0.08628 0.432
C -4.40721 2.05649 -0.59989 -1.265
H 7.11549 -3.70857 -1.68722 0.402
H 0.34833 -3.28804 5.33313 0.644
C -2.97235 0.29732 0.19300 -0.022
H -3.56006 -1.65392 2.11516 0.244
N -2.10778 -0.83877 0.02143 1.558
H 3.32215 0.03410 -3.14751 0.388
N -0.77395 -2.37225 2.31245 2.256
C 4.58640 0.27642 -1.20647 -1.131
H -0.57260 0.32892 -1.39962 -0.029
C -0.21921 -3.37206 4.41650 -1.351
C -3.27921 -1.02893 2.95880 -1.343
N -2.36669 0.06064 2.51308 1.470
H 1.96832 2.76955 -1.33716 0.489
N -0.01109 2.37015 1.80147 -0.215
H -0.98423 2.42957 -1.23631 0.695
N -0.31597 3.77919 0.26847 1.565
H -1.52706 0.80805 -3.60026 0.509
O 0.61818 -0.29089 2.71075 -0.397
H 4.00771 -5.14144 0.84934 0.457
H 0.75125 -3.95935 -2.50474 0.530
N -0.38988 -3.02560 -0.96499 1.325
H -1.56108 -4.30656 -2.95838 0.440
H -4.00136 2.28183 2.75058 0.464
C -1.72299 -2.79169 -1.46425 -0.307
C 3.36014 2.73881 2.26671 -0.886
H -2.67013 4.09092 -1.55572 0.094
C -3.56306 -3.58663 -2.83775 -1.016
C 3.30285 3.92975 1.55371 -0.860
H 7.26746 -1.47699 -2.26714 0.423
H 2.98394 0.63269 2.24474 0.418
C -0.66799 2.60227 -0.22421 -2.647
C 4.37446 -2.00671 -0.47741 0.233
H -1.15896 -5.26233 4.83663 0.487
C -4.56840 2.52058 0.69878 -0.968
H 1.60594 -2.73096 -1.57971 -0.140
H 0.50476 4.96665 -1.22086 0.466
H 4.21534 1.28680 -1.29495 0.384
P 2.03524 -0.07732 -0.33855 1.794
C 0.09604 0.44341 -2.24722 0.225
C -3.89535 1.90234 1.74349 -0.543
H -2.93430 1.09371 4.27759 0.578
H -1.19852 -4.55038 0.28355 0.410
H -4.18091 -0.57455 3.37371 0.553
H -4.64316 -1.28705 -0.63322 0.604
H 3.66088 4.84707 2.00005 0.439
H 0.57064 -4.50722 0.19603 0.115
I 2.41969 -2.87116 1.74357 0.472
C 2.79350 3.93987 0.26262 -0.849
H -0.37919 -5.15096 -1.14840 0.586
C 2.42383 1.56277 0.38506 0.616
H -0.05953 0.88056 -5.59775 0.443
C -1.75808 -4.44759 2.94097 -1.468
H 6.02386 -5.59949 -0.51654 0.424
C -2.17185 4.98700 -1.93091 -1.269
C -2.22866 -3.60650 -2.47537 -0.485
C -3.94752 -1.91676 -1.16999 -0.745